Computed, not measured: a molecular structure, C21H20F6N3O4S2Zn in a non-equilibrium geometry, with ωB97M-V/def2-TZVPD.

Positions of all 57 atoms, in Å:
Zn 0.105 1.260 0.093
N -0.773 1.355 2.472
C -1.301 0.066 2.677
C -1.343 -0.538 3.928
C -1.838 -1.833 4.069
C -2.289 -2.535 2.969
C -2.242 -1.954 1.684
C -2.694 -2.614 0.511
C -2.636 -1.936 -0.710
C -2.120 -0.661 -0.765
N -1.650 -0.006 0.328
C -1.736 -0.639 1.542
H -0.502 1.828 3.319
H -1.342 1.941 1.872
H -0.993 0.009 4.797
H -1.883 -2.277 5.057
H -2.679 -3.540 3.079
H -3.088 -3.621 0.581
H -2.999 -2.398 -1.619
H -2.060 -0.123 -1.705
F 1.615 4.468 -0.088
C 1.156 4.213 -1.322
F 1.995 3.362 -1.894
F 1.169 5.359 -1.996
S -0.615 3.572 -1.163
O -0.786 3.395 0.261
O -1.416 4.563 -1.806
N -0.686 2.149 -1.863
S -0.653 2.267 -3.462
O -0.632 0.973 -4.059
O 0.288 3.250 -3.905
C -2.333 2.965 -3.979
F -3.242 2.931 -3.005
F -2.802 2.206 -4.981
F -2.223 4.203 -4.443
C 2.534 -0.246 2.143
C 2.587 -0.316 0.611
C 4.063 -0.468 0.188
C 2.044 0.980 0.033
C 1.794 -1.502 0.071
C 1.196 -2.457 0.890
C 0.514 -3.539 0.349
C 0.419 -3.696 -1.022
C 0.990 -2.742 -1.853
C 1.658 -1.659 -1.312
H 3.065 0.648 2.471
H 2.997 -1.124 2.599
H 1.499 -0.166 2.479
H 4.630 0.402 0.523
H 4.149 -0.534 -0.897
H 4.503 -1.366 0.629
H 2.380 1.078 -1.004
H 1.249 -2.367 1.966
H 0.065 -4.269 1.011
H -0.100 -4.549 -1.440
H 0.913 -2.846 -2.928
H 2.081 -0.918 -1.979

## Properties
- F_max (eV/Å) = 1.838
- total charge = -1


Computed, not measured: C21H20FN5O2 in the gas phase, with ωB97M-V/def2-TZVPD.

Positions of all 49 atoms, in Å:
O 0.510 0.916 -2.404
C 0.235 0.957 -1.223
N -0.404 -0.030 -0.561
C -0.813 -1.261 -1.191
C -2.294 -1.565 -0.953
C -2.639 -1.721 0.537
N -1.729 -2.615 1.196
C -1.631 -3.964 0.993
C -0.550 -4.379 1.713
N 0.018 -3.320 2.346
C -0.705 -2.285 2.019
C 0.546 2.151 -0.358
C -0.408 2.794 0.334
C -1.825 2.459 0.308
C -2.498 2.130 -0.871
C -3.844 1.816 -0.814
C -4.479 1.835 0.420
N -3.858 2.157 1.543
C -2.580 2.471 1.486
N 1.857 2.597 -0.365
C 3.003 1.906 -0.661
O 4.046 2.496 -0.830
C 2.917 0.417 -0.696
C 3.504 -0.280 -1.746
C 3.506 -1.663 -1.759
C 2.954 -2.372 -0.704
C 2.388 -1.702 0.368
C 2.373 -0.320 0.351
F 1.806 0.327 1.401
H -0.514 0.047 0.437
H -0.620 -1.140 -2.260
H -0.195 -2.088 -0.821
H -2.534 -2.490 -1.480
H -2.907 -0.764 -1.367
H -2.597 -0.752 1.042
H -3.660 -2.105 0.632
H -2.326 -4.498 0.378
H -0.146 -5.366 1.819
H -0.531 -1.287 2.371
H -0.127 3.624 0.969
H -1.972 2.145 -1.814
H -4.394 1.573 -1.711
H -5.528 1.592 0.518
H -2.118 2.731 2.430
H 2.008 3.581 -0.172
H 3.945 0.283 -2.553
H 3.950 -2.189 -2.589
H 2.966 -3.451 -0.707
H 1.965 -2.231 1.209

## Properties
- energy above the lowest of the compared OMol25 structures with the same formula, charge and spin (kcal per mole) = 34.2
- F_max (eV/Å) = 0.717
- structure (SMILES) = O=C(NCCCn1ccnc1)/C(=C\c1cccnc1)NC(=O)c1ccccc1F


Computed, not measured: C21H20N2O4 in the gas phase, with ωB97M-V/def2-TZVPD.

Positions of all 47 atoms, in Å:
C -5.739 -1.324 -1.636
C -4.253 -1.630 -1.519
O -3.582 -0.664 -0.706
C -3.624 -0.847 0.608
O -4.254 -1.693 1.179
C -2.804 0.230 1.325
N -1.536 0.427 0.673
C -0.805 -0.619 0.192
O -1.126 -1.784 0.264
C 0.455 -0.057 -0.489
O 0.473 -0.464 -1.840
C 1.705 -0.460 0.252
C 1.847 -0.683 1.598
C 0.855 -0.619 2.706
N 3.156 -0.992 1.862
C 3.880 -0.968 0.704
C 5.229 -1.206 0.479
C 5.689 -1.090 -0.815
C 4.829 -0.743 -1.860
C 3.490 -0.510 -1.645
C 2.995 -0.625 -0.345
C 0.233 1.429 -0.364
C 1.006 2.482 -0.794
C 0.582 3.773 -0.501
C -0.581 3.988 0.219
C -1.362 2.928 0.663
C -0.944 1.649 0.357
H -6.204 -2.038 -2.310
H -6.213 -1.400 -0.661
H -5.888 -0.320 -2.026
H -3.758 -1.570 -2.490
H -4.099 -2.621 -1.081
H -3.371 1.163 1.297
H -2.671 -0.085 2.367
H 0.451 -1.429 -1.850
H 1.345 -0.811 3.659
H 0.389 0.366 2.750
H 0.071 -1.363 2.567
H 3.520 -1.215 2.773
H 5.891 -1.470 1.291
H 6.733 -1.267 -1.027
H 5.231 -0.657 -2.859
H 2.831 -0.242 -2.456
H 1.913 2.302 -1.348
H 1.167 4.616 -0.834
H -0.891 4.998 0.443
H -2.263 3.114 1.228

## Properties
- energy above the lowest of the compared OMol25 structures with the same formula, charge and spin (kcal per mole) = 9.7
- F_max (eV/Å) = 0.749
- structure (SMILES) = CCOC(=O)CN1C(=O)[C@](O)(c2c(C)[nH]c3ccccc23)c2ccccc21


Computed, not measured: 2 unconnected molecules or ions with the total composition C21H20N2O4S in a non-equilibrium geometry, with ωB97M-V/def2-TZVPD.

Positions of all 48 atoms, in Å:
C 5.838 -0.347 -2.302
C 5.229 -0.079 -1.072
C 3.954 0.488 -1.021
C 3.262 0.752 -2.206
S 1.624 1.502 -2.104
C 0.529 0.174 -1.958
C -0.866 0.276 -2.112
C -1.685 -0.913 -2.194
C -3.059 -0.842 -2.258
C -3.708 0.417 -2.283
N -5.127 0.524 -2.264
O -5.615 1.682 -2.255
O -5.817 -0.522 -2.249
C -2.932 1.596 -2.257
C -1.560 1.536 -2.198
O 1.654 2.302 -0.889
O 1.478 2.156 -3.388
C 3.864 0.490 -3.446
C 5.149 -0.061 -3.486
H 6.837 -0.780 -2.337
H 5.744 -0.302 -0.137
H 3.497 0.740 -0.063
H 1.025 -0.782 -2.109
H -1.165 -1.877 -2.244
H -3.677 -1.738 -2.299
H -3.457 2.551 -2.288
H -1.013 2.481 -2.261
H 3.338 0.727 -4.373
H 5.614 -0.265 -4.452
C 0.523 -2.150 2.247
N 0.065 -0.759 2.412
C -0.962 -0.465 3.383
C -2.304 -0.423 2.971
C -3.323 -0.212 3.907
C -3.015 -0.024 5.257
C -1.683 -0.078 5.675
C -0.658 -0.318 4.749
C 0.588 0.103 1.563
H -0.083 -2.800 2.892
H 0.424 -2.465 1.201
H 1.579 -2.231 2.518
H -2.531 -0.576 1.909
H -4.363 -0.198 3.569
H -3.813 0.169 5.984
H -1.433 0.064 6.732
H 0.386 -0.387 5.076
H 0.314 1.155 1.595
H 1.334 -0.290 0.865

## Properties
- energy above the lowest of the compared OMol25 structures with the same formula, charge and spin (kcal per mole) = 194.5
- F_max (eV/Å) = 2.586


Computed, not measured: a molecular structure, C21H20N6O4RuS3 in a non-equilibrium geometry, with ωB97M-V/def2-TZVPD.

Positions of all 55 atoms, in Å:
Ru 0.013 -1.167 0.026
C -0.987 -0.597 6.572
C -0.923 -0.180 5.130
C -2.065 0.235 4.448
C -2.040 0.499 3.096
C -0.871 0.381 2.334
N -0.881 0.567 0.938
C -1.455 1.787 0.565
C -1.193 2.928 1.363
C -1.794 4.150 1.171
C -2.701 4.350 0.133
C -3.342 5.689 -0.113
C -2.935 3.272 -0.698
C -2.329 2.028 -0.513
N -2.696 1.032 -1.465
C -3.955 0.664 -1.793
C -3.872 -0.138 -2.904
C -2.501 -0.182 -3.202
N -1.808 0.554 -2.349
C 0.274 0.016 3.047
C 0.249 -0.283 4.403
N 1.522 -0.058 2.373
C 2.731 0.343 2.811
C 3.624 0.181 1.775
C 2.861 -0.318 0.715
N 1.599 -0.462 1.099
H -1.704 0.008 7.127
H -0.015 -0.504 7.059
H -1.303 -1.640 6.652
H -3.009 0.293 4.977
H -2.957 0.763 2.584
H -0.504 2.810 2.188
H -1.554 4.969 1.841
H -3.592 6.185 0.826
H -4.259 5.587 -0.694
H -2.673 6.354 -0.667
H -3.595 3.383 -1.551
H -4.790 0.960 -1.182
H -4.675 -0.653 -3.401
H -1.985 -0.724 -3.978
H 1.156 -0.639 4.879
H 2.844 0.741 3.804
H 4.676 0.404 1.779
H 3.140 -0.591 -0.288
O -0.457 -4.497 -2.368
S -0.103 -3.148 -2.035
O -1.150 -2.465 -1.174
O 0.215 -2.308 -3.198
S 1.437 -2.980 -0.698
S -2.631 -3.418 3.304
C -1.555 -2.765 2.266
N -0.751 -2.298 1.562
O 0.758 -0.136 -1.700
H 0.784 -0.839 -2.396
H -0.065 0.368 -1.917

## Properties
- energy above the lowest of the compared OMol25 structures with the same formula, charge and spin (kcal per mole) = 18.7
- F_max (eV/Å) = 1.070
- spin multiplicity = 2
- total charge = -1


Computed, not measured: C21H20N6O4S in the gas phase in a non-equilibrium geometry, with ωB97M-V/def2-TZVPD.

Positions of all 52 atoms, in Å:
C 3.555 -2.824 2.496
C 2.694 -2.395 1.352
C 2.142 -3.341 0.494
C 1.305 -2.963 -0.539
C 0.982 -1.630 -0.726
C 1.523 -0.684 0.133
N 1.146 0.671 -0.010
C 0.445 1.471 0.862
C -0.009 1.065 2.222
C -0.448 -0.369 2.235
C 0.037 -1.298 3.082
C -0.329 -2.692 2.944
O 0.105 -3.609 3.603
N -1.245 -2.929 1.919
C -1.783 -2.012 1.055
O -2.558 -2.290 0.174
N -1.355 -0.718 1.275
N 0.201 2.622 0.309
N 0.736 2.628 -0.922
C 1.289 1.458 -1.120
S 2.117 0.909 -2.541
C 1.514 2.144 -3.739
C 0.024 1.916 -3.976
O -0.388 1.086 -4.756
N -0.762 2.723 -3.239
C -2.200 2.537 -3.167
C -2.633 2.331 -1.754
C -2.980 1.217 -1.045
C -3.288 1.668 0.266
C -3.091 3.015 0.253
O -2.699 3.421 -0.959
C 2.387 -1.057 1.153
H 4.271 -3.579 2.179
H 2.924 -3.266 3.268
H 4.092 -1.983 2.925
H 2.371 -4.384 0.647
H 0.886 -3.706 -1.199
H 0.313 -1.330 -1.517
H 0.792 1.210 2.950
H -0.835 1.730 2.491
H 0.750 -1.051 3.849
H -1.521 -3.894 1.775
H -1.735 -0.009 0.655
H 1.739 3.136 -3.352
H 2.072 1.939 -4.651
H -0.341 3.269 -2.493
H -2.697 3.426 -3.571
H -2.451 1.668 -3.780
H -3.035 0.210 -1.409
H -3.646 1.079 1.087
H -3.195 3.762 1.014
H 2.808 -0.299 1.798

## Properties
- energy above the lowest of the compared OMol25 structures with the same formula, charge and spin (kcal per mole) = 0.0
- F_max (eV/Å) = 1.186
- structure (SMILES) = Cc1cccc(-n2c(Cc3cc(=O)[nH]c(=O)[nH]3)nnc2SCC(=O)NCc2ccco2)c1


For each record above, in turn, the calculated energy values are -121155.272, -36365.270, -33273.258, -44100.329, -74323.522, -50069.190 eV.